DFT (wB97M-V/def2-TZVPD) results for the molecule C3H5NO2.

```
11
Properties=species:S:1:pos:R:3:lowdin_charge:R:1
H 0.17729 1.68099 -1.02107 0.050
N -0.62300 1.36092 -0.48039 0.189
C -0.41812 0.23960 0.04285 -0.437
C -1.40280 -0.48371 0.90509 -0.018
O 0.75138 -0.55065 -0.05555 0.036
C 1.84192 -0.16266 -0.74326 -0.304
O 1.99248 0.85419 -1.36531 0.080
H -0.98482 -0.62923 1.90439 0.087
H -1.62560 -1.47006 0.49033 0.087
H -2.31741 0.10411 0.96844 0.085
H 2.60868 -0.94349 -0.64551 0.146
```

Its HOMO energy is -10.354 eV. The net charge is 0. Its structure (SMILES) is [H]/N=C(/C)OC=O. As for the LUMO energy: 0.0312 Eh. As for the maximum force: 0.55 eV/A. The calculation puts the total energy at -8776.905 eV. The calculation puts the energy above the lowest of the compared OMol25 structures with the same formula, charge and spin at 76.2 kJ/mol.